This record from OMol25 describes a 15-piece molecular cluster, C5H41NO14S overall in a non-equilibrium geometry. The level of theory is ωB97M-V with the def2-TZVPD basis set.

## Properties
Lowest unoccupied orbital energy = 0.17 eV
ΔE to the lowest compared entry with this formula, charge and spin = 1.817 eV
HOMO energy = -8.78 eV

Bonds (Å) are listed after each position.
Element x y z (Å)
1 C 0.463 -0.703 -0.819  N2 1.495, C7 1.510, H8 1.085, H9 1.094
2 N -0.237 -0.608 0.498  C1 1.495, C3 1.440, H10 1.009
3 C -1.662 -0.427 0.396  N2 1.440, C4 1.555, C6 1.506, H11 1.097
4 C -2.155 0.047 1.793  C3 1.555, S5 1.781, H12 1.097, H13 1.096
5 S -3.897 0.330 2.035  C4 1.781, H14 1.340
6 C -2.435 -1.623 -0.092  C3 1.506, H15 1.094, H16 1.096, H17 1.094
7 C 1.946 -0.930 -0.650  C1 1.510, H18 1.094, H19 1.085, H20 1.090
8 H -0.107 -1.273 -1.545  C1 1.085
9 H 0.294 0.340 -1.102  C1 1.094
10 H 0.169 -1.157 1.241  N2 1.009
11 H -1.878 0.480 -0.183  C3 1.097
12 H -1.788 -0.707 2.501  C4 1.097
13 H -1.616 0.928 2.158  C4 1.096
14 H -4.505 -0.075 0.912  S5 1.340
15 H -2.029 -2.085 -0.996  C6 1.094
16 H -2.547 -2.369 0.703  C6 1.096
17 H -3.452 -1.382 -0.415  C6 1.094
18 H 2.469 -0.886 -1.611  C7 1.094
19 H 2.331 -0.139 -0.016  C7 1.085
20 H 2.216 -1.914 -0.268  C7 1.090
21 H 0.712 3.957 -1.243  O23 0.973
22 H 0.881 2.590 -1.642  O23 0.971
23 O 1.431 3.388 -1.570  H21 0.973, H22 0.971
24 H 3.149 1.812 -0.359  O26 0.975
25 H 4.184 0.869 -0.493  O26 0.966
26 O 3.843 1.608 -1.012  H24 0.975, H25 0.966
27 H 0.627 1.121 1.053  O29 0.983
28 H 0.822 2.543 0.376  O29 0.973
29 O 1.135 1.961 1.090  H27 0.983, H28 0.973
30 H 2.685 1.042 -3.880  O32 0.964
31 H 2.535 2.270 -2.877  O32 0.969
32 O 2.414 1.963 -3.788  H30 0.964, H31 0.969
33 H -0.039 0.136 -3.688  O35 0.976
34 H 0.748 1.349 -3.407  O35 0.987
35 O -0.194 1.054 -3.395  H33 0.976, H34 0.987
36 H -0.746 -4.324 -2.092  O38 0.962
37 H 0.260 -3.445 -1.321  O38 0.966
38 O 0.068 -3.821 -2.190  H36 0.962, H37 0.966
39 H -2.634 2.485 -3.070  O41 0.968
40 H -1.657 1.477 -2.589  O41 0.986
41 O -2.348 2.084 -2.236  H39 0.968, H40 0.986
42 H -1.556 3.896 0.331  O44 0.960
43 H -1.541 2.925 -0.989  O44 0.980
44 O -1.031 3.450 -0.337  H42 0.960, H43 0.980
45 H -0.818 -2.969 3.723  O47 0.960
46 H 0.100 -2.502 2.618  O47 0.969
47 O -0.731 -2.977 2.767  H45 0.960, H46 0.969
48 H -1.451 -0.450 4.847  O50 0.965
49 H -0.582 0.787 4.490  O50 0.972
50 O -0.589 -0.184 4.501  H48 0.965, H49 0.972
51 H 0.894 -0.357 3.512  O53 0.977
52 H 1.811 -0.187 2.214  O53 0.971
53 O 1.442 -0.822 2.850  H51 0.977, H52 0.971
54 H -0.599 -2.457 -3.364  O56 0.980
55 H -1.860 -1.937 -4.065  O56 0.964
56 O -1.040 -1.634 -3.659  H54 0.980, H55 0.964
57 H 0.611 2.155 2.585  O59 0.987
58 H 1.201 2.562 4.045  O59 0.960
59 O 0.438 2.249 3.552  H57 0.987, H58 0.960
60 H 1.675 -3.871 1.598  O62 0.965
61 H 2.059 -2.414 1.550  O62 0.970
62 O 2.110 -3.228 1.025  H60 0.965, H61 0.970

Here are the Löwdin charges for atoms 1 to 4, given in e: -0.224 -0.052 -0.439 -0.561

This record from OMol25 describes an isolated ion of composition C6H14P and charge +1 in a non-equilibrium geometry. The level of theory is ωB97M-V with the def2-TZVPD basis set.

## Properties
Lowest unoccupied orbital energy (alpha / beta) = -4.68 / -4.11 eV
Net charge = +1
ΔE to the lowest compared entry with this formula, charge and spin = 4.871 eV
HOMO energy (alpha / beta) = -13.27 / -12.92 eV

Bonds (Å) are listed after each position.
Element x y z (Å)
1 C -1.624 -1.326 -1.305  C2 1.852, H8 1.101, H9 1.034
2 C -1.192 -0.195 0.097  C1 1.852, C3 1.426, P7 1.751
3 C -2.170 0.301 1.009  C2 1.426, H10 1.156, H11 1.155, H12 1.104
4 C 0.945 0.940 -1.477  P7 1.794, H13 1.146, H14 1.104, H15 1.163
5 C 1.085 1.220 1.327  P7 1.847, H16 1.200, H17 1.038, H18 1.071
6 C 1.549 -1.476 0.006  P7 1.817, H19 1.131, H20 1.117, H21 1.051
7 P 0.541 0.036 0.019  C2 1.751, C4 1.794, C5 1.847, C6 1.817
8 H -0.899 -1.490 -2.118  C1 1.101
9 H -2.609 -1.585 -1.128  C1 1.034
10 H -1.707 1.192 1.581  C3 1.156
11 H -2.284 -0.497 1.837  C3 1.155
12 H -3.144 0.567 0.562  C3 1.104
13 H 0.361 1.866 -1.817  C4 1.146
14 H 0.997 0.203 -2.298  C4 1.104
15 H 2.026 1.260 -1.192  C4 1.163
16 H 0.488 0.774 2.267  C5 1.200
17 H 0.564 2.085 1.085  C5 1.038
18 H 2.149 1.321 1.388  C5 1.071
19 H 1.154 -2.132 -0.826  C6 1.131
20 H 1.215 -1.896 0.986  C6 1.117
21 H 2.554 -1.168 -0.005  C6 1.051

Here are the Löwdin charges for atoms 1 to 4, given in e: 0.185 -0.335 -0.147 -0.202

This record from OMol25 describes a 2-piece molecular cluster, C5H10O overall. The level of theory is ωB97M-V with the def2-TZVPD basis set.

## Properties
Lowest unoccupied orbital energy (alpha / beta) = -2.28 / -2.30 eV
ΔE to the lowest compared entry with this formula, charge and spin = 5.449 eV
HOMO energy (alpha / beta) = -10.99 / -10.97 eV

Bonds (Å) are listed after each position.
Element x y z (Å)
1 O -0.566 0.164 2.419  no bonds
2 C 1.139 -0.285 0.401  C3 1.520, C6 1.540, H7 1.124, H8 1.096
3 C 0.709 1.089 -0.088  C2 1.520, C4 1.519, H9 1.095, H10 1.098
4 C -0.798 0.916 -0.160  C3 1.519, C5 1.534, H11 1.096, H12 1.127
5 C -1.019 -0.483 -0.749  C4 1.534, C6 1.551, H13 1.094, H14 1.096
6 C 0.219 -1.302 -0.300  C2 1.540, C5 1.551, H15 1.094, H16 1.095
7 H 0.906 -0.301 1.501  C2 1.124
8 H 2.209 -0.500 0.299  C2 1.096
9 H 1.006 1.885 0.603  C3 1.095
10 H 1.131 1.318 -1.075  C3 1.098
11 H -1.337 1.716 -0.680  C4 1.096
12 H -1.158 0.915 0.908  C4 1.127
13 H -1.960 -0.925 -0.407  C5 1.094
14 H -1.070 -0.427 -1.843  C5 1.096
15 H -0.054 -2.112 0.383  C6 1.094
16 H 0.719 -1.763 -1.159  C6 1.095

Here are the Löwdin charges for atoms 1 to 4, given in e: -0.019 -0.212 -0.210 -0.214